(1)
{"formula": "C24H30F6IrN5OSb", "method": "ωB97M-V with the def2-TZVPD basis set", "symbols": ["Ir", "C", "N", "C", "C", "C", "C", "C", "C", "C", "N", "C", "C", "C", "C", "C", "C", "N", "C", "C", "H", "H", "H", "H", "H", "H", "H", "H", "H", "H", "H", "H", "H", "H", "H", "H", "H", "H", "H", "H", "C", "C", "O", "N", "C", "C", "C", "C", "C", "C", "N", "H", "H", "H", "H", "H", "H", "H", "H", "H", "H", "F", "Sb", "F", "F", "F", "F", "F"], "positions_angstrom": [[-0.24111, 0.57504, -0.15049], [-1.10682, 0.75990, -3.12539], [-1.31983, -0.28502, -2.14211], [-2.71462, -0.50976, -1.83889], [-0.56559, -1.47554, -2.39811], [-0.84299, -2.25072, -3.51315], [-0.13293, -3.41599, -3.77377], [0.90321, -3.79415, -2.92990], [1.16228, -3.06317, -1.79208], [0.39846, -1.92176, -1.46222], [0.54380, -1.30153, -0.23013], [0.63385, -2.12624, 0.86534], [0.13546, -3.44688, 0.81937], [0.11265, -4.28418, 1.91950], [0.55069, -3.81031, 3.15018], [0.98131, -2.50225, 3.25883], [1.04880, -1.64395, 2.15286], [1.53432, -0.35654, 2.32539], [2.82351, -0.03401, 1.78411], [1.09410, 0.37231, 3.47402], [-1.55800, 0.49874, -4.08864], [-0.04318, 0.92477, -3.29349], [-1.57442, 1.68435, -2.78786], [-3.30905, -0.66432, -2.74726], [-3.13303, 0.36083, -1.32881], [-2.83039, -1.38906, -1.20993], [-1.64902, -1.97114, -4.17188], [-0.39124, -4.01324, -4.63648], [1.49683, -4.66643, -3.15054], [1.96501, -3.36014, -1.13354], [-0.32327, -3.78546, -0.09690], [-0.28081, -5.28453, 1.82000], [0.54310, -4.44383, 4.02486], [1.35415, -2.16202, 4.21187], [3.59848, -0.36067, 2.49110], [2.94336, 1.04071, 1.65951], [2.99880, -0.55299, 0.84395], [1.35647, -0.12356, 4.42086], [0.00262, 0.43834, 3.47525], [1.55111, 1.35843, 3.49192], [-2.70146, 4.30613, -0.27689], [-1.50445, 3.48175, 0.02957], [-1.43389, 2.30162, -0.36921], [-0.50489, 4.04770, 0.70668], [0.67080, 3.29458, 1.09963], [1.56475, 2.92438, -0.07730], [2.51043, 3.82427, -0.55291], [3.35565, 3.46311, -1.59345], [3.23327, 2.19102, -2.13707], [2.26580, 1.34385, -1.62811], [1.43713, 1.70039, -0.63302], [-3.60398, 3.71918, -0.10786], [-2.70902, 4.58628, -1.33074], [-2.74419, 5.21243, 0.31859], [-0.60076, 4.99970, 1.03476], [0.33531, 2.36809, 1.59782], [1.23725, 3.90150, 1.80651], [2.60065, 4.79335, -0.08791], [4.10644, 4.14979, -1.95651], [3.87849, 1.85158, -2.93158], [2.15074, 0.34324, -2.02439], [-1.53464, -0.30928, 1.15388], [-3.31004, -1.22450, 2.29242], [-2.92815, -2.52307, 0.91627], [-1.79139, -2.01246, 3.17375], [-4.70837, -1.95404, 3.24351], [-2.83415, 0.38351, 3.20617], [-4.15342, -0.17814, 0.94002]], "nbo_charge": [1.430, -0.430, -0.292, -0.453, 0.144, -0.200, -0.076, -0.208, -0.092, 0.038, -0.311, 0.168, -0.091, -0.196, 0.030, -0.241, 0.290, -0.380, -0.408, -0.437, 0.241, 0.221, 0.247, 0.244, 0.258, 0.257, 0.257, 0.269, 0.269, 0.241, 0.241, 0.272, 0.268, 0.258, 0.236, 0.213, 0.214, 0.234, 0.248, 0.228, -0.709, 0.747, -0.691, -0.557, -0.255, 0.198, -0.208, -0.076, -0.230, 0.115, -0.521, 0.280, 0.277, 0.257, 0.447, 0.201, 0.273, 0.260, 0.271, 0.270, 0.209, -0.704, 3.158, -0.665, -0.671, -0.596, -0.639, -0.645], "total_charge": 3, "total_energy_ha": -2224.39039, "relative_energy_kcal_mol": 43.42, "gap_ev": [5.15, 5.15]}

(2)
{"formula": "C24H30N4O4", "method": "ωB97M-V with the def2-TZVPD basis set", "symbols": ["C", "H", "O", "C", "C", "C", "C", "C", "O", "C", "N", "C", "C", "H", "H", "C", "N", "C", "C", "C", "N", "H", "H", "N", "C", "O", "C", "C", "O", "C", "C", "C", "C", "C", "C", "H", "H", "H", "H", "H", "H", "H", "H", "H", "H", "C", "C", "H", "H", "H", "H", "H", "H", "H", "H", "H", "H", "H", "H", "H", "H", "H"], "positions_angstrom": [[1.57888, -5.38765, -3.78173], [0.70598, -5.93555, -4.15985], [1.49068, -5.17699, -2.39726], [0.36709, -4.40941, -2.03976], [0.40285, -4.12833, -0.57640], [1.38922, -4.24598, 0.35364], [0.85428, -3.72747, 1.56032], [-0.41897, -3.32769, 1.28019], [-0.70106, -3.58663, -0.02047], [-1.44796, -2.64309, 2.12622], [-1.61616, -1.21115, 1.93488], [-0.41663, -0.41079, 2.03052], [0.37305, -0.28794, 0.71855], [0.78875, -1.25328, 0.43038], [1.20233, 0.40919, 0.85982], [-0.53855, 0.20445, -0.41059], [0.18831, 0.21095, -1.66127], [0.84010, 1.24101, -2.25931], [1.49412, 0.72847, -3.36204], [1.18106, -0.63418, -3.33902], [0.40340, -0.93462, -2.31830], [1.49099, -1.39551, -4.02726], [2.10292, 1.26729, -4.05513], [0.77131, 2.53178, -1.76227], [1.59912, 3.55869, -2.09394], [2.48834, 3.49011, -2.90894], [1.28013, 4.83666, -1.31964], [1.08822, 4.60989, 0.17980], [-0.19011, 4.02981, 0.38033], [-0.58113, 3.67820, 1.64517], [0.20764, 3.79248, 2.78147], [-0.29305, 3.37664, 4.00519], [-1.56736, 2.85171, 4.10852], [-2.35688, 2.74604, 2.97392], [-1.87024, 3.15533, 1.74930], [-2.47515, 3.08732, 0.85759], [-3.35473, 2.34042, 3.04382], [-1.94625, 2.52779, 5.06504], [0.32771, 3.46801, 4.88380], [1.20366, 4.20278, 2.72928], [1.14453, 5.56836, 0.71181], [1.87466, 3.94616, 0.56386], [2.10050, 5.53487, -1.48325], [0.36669, 5.27359, -1.72984], [0.07748, 2.71780, -1.04741], [-1.76984, -0.69237, -0.51693], [-2.46419, -0.77603, 0.84872], [-3.32311, -1.44634, 0.78499], [-2.83096, 0.22220, 1.11977], [-1.45705, -1.68001, -0.84888], [-2.46212, -0.28725, -1.25730], [-0.86497, 1.22787, -0.18749], [0.22329, -0.83654, 2.80523], [-0.72149, 0.59245, 2.35221], [-2.42327, -3.10733, 1.95919], [-1.16831, -2.79501, 3.17430], [1.35362, -3.65859, 2.50554], [2.36601, -4.64925, 0.19105], [0.36335, -3.44584, -2.57975], [-0.56545, -4.94214, -2.29519], [2.47722, -5.97783, -3.95031], [1.65749, -4.43754, -4.32493]], "nbo_charge": [-0.242, 0.164, -0.528, -0.110, 0.285, -0.317, -0.301, 0.244, -0.421, -0.256, -0.445, -0.225, -0.431, 0.229, 0.209, -0.028, -0.180, 0.320, -0.359, -0.041, -0.300, 0.202, 0.250, -0.638, 0.686, -0.590, -0.517, -0.069, -0.547, 0.379, -0.331, -0.172, -0.242, -0.187, -0.295, 0.224, 0.221, 0.219, 0.216, 0.223, 0.191, 0.185, 0.246, 0.237, 0.426, -0.435, -0.212, 0.204, 0.182, 0.247, 0.210, 0.190, 0.205, 0.200, 0.213, 0.211, 0.224, 0.237, 0.205, 0.175, 0.195, 0.164], "smiles": "COCc1ccc(CN2CCC(n3nccc3NC(=O)CCOc3ccccc3)CC2)o1", "total_energy_ha": -1452.49370, "relative_energy_kcal_mol": 78.96, "gap_ev": 8.59}

(3)
{"formula": "C24H30N4O7S", "method": "ωB97M-V with the def2-TZVPD basis set", "symbols": ["C", "C", "O", "N", "C", "C", "C", "C", "C", "C", "C", "C", "C", "C", "C", "C", "S", "C", "N", "N", "C", "O", "C", "C", "C", "C", "O", "N", "C", "O", "H", "H", "H", "H", "H", "H", "H", "H", "H", "H", "H", "H", "H", "H", "H", "H", "H", "H", "H", "H", "H", "H", "H", "H", "H", "H", "C", "C", "O", "C", "O", "O", "H", "H", "H", "H"], "positions_angstrom": [[0.92742, -5.77040, 1.06188], [0.32370, -4.58641, 0.32886], [1.06796, -3.75353, -0.11185], [-1.07808, -4.43612, 0.19329], [-1.80927, -5.69816, 0.13138], [-1.62280, -3.54029, 1.25982], [-1.26298, -2.09865, 0.96362], [-2.11230, -1.08807, 1.72018], [-1.58976, 0.36165, 1.63832], [-1.59980, 0.88384, 0.22719], [-0.58794, 0.52136, -0.66637], [-0.56969, 0.93884, -2.00201], [0.54057, 0.47234, -2.91488], [1.04738, 1.47604, -3.96276], [2.54302, 1.21752, -4.25466], [3.46181, 2.39148, -3.85266], [4.98506, 1.81954, -3.04156], [4.36943, 1.54944, -1.43228], [4.06146, 0.45869, -0.82005], [3.61441, 0.83560, 0.44599], [3.67808, 2.11666, 0.48106], [4.15810, 2.65782, -0.66675], [-1.62605, 1.75978, -2.40259], [-2.61872, 2.15246, -1.51070], [-2.63013, 1.72975, -0.19152], [-3.57464, 3.02718, -2.26980], [-4.73262, 3.18389, -2.10820], [-2.80265, 3.55437, -3.38279], [-2.00434, 2.37745, -3.72307], [-1.84743, 1.98821, -4.83015], [0.98172, -5.54428, 2.12281], [1.91900, -5.90519, 0.65179], [0.37579, -6.69477, 0.93166], [-1.44077, -6.26996, -0.71836], [-1.67841, -6.32356, 1.01818], [-2.86196, -5.51980, -0.05411], [-1.15432, -3.84712, 2.20068], [-2.69352, -3.70815, 1.28325], [-1.39489, -1.95626, -0.10715], [-0.21228, -1.89557, 1.15390], [-2.07313, -1.34748, 2.77931], [-3.15657, -1.11152, 1.41198], [-0.58585, 0.38395, 2.05332], [-2.26541, 0.93346, 2.26578], [0.21099, -0.10491, -0.29751], [1.37665, 0.22963, -2.25863], [0.23203, -0.47188, -3.36105], [0.52808, 1.25984, -4.88647], [0.88060, 2.50424, -3.65765], [2.87818, 0.30222, -3.77997], [2.69168, 1.05405, -5.31944], [2.95210, 3.12764, -3.23802], [3.80387, 2.90960, -4.74242], [3.41512, 2.80453, 1.26110], [-3.42170, 2.04205, 0.47389], [-2.22389, 4.33221, -3.09592], [-0.19868, 3.11492, 5.02264], [1.09518, 2.51126, 5.52364], [0.73957, 1.13948, 5.69933], [-0.31424, 0.86514, 4.89507], [-0.73137, -0.22545, 4.68614], [-0.82287, 2.00868, 4.36143], [-0.04818, 3.93651, 4.32712], [-0.84626, 3.44796, 5.83543], [1.90015, 2.57517, 4.78901], [1.43444, 2.94114, 6.46230]], "nbo_charge": [-0.736, 0.711, -0.544, -0.491, -0.414, -0.200, -0.428, -0.376, -0.412, 0.030, -0.204, 0.029, -0.430, -0.404, -0.419, -0.511, 0.266, 0.270, -0.277, -0.287, 0.290, -0.423, -0.114, -0.136, -0.198, 0.682, -0.483, -0.734, 0.678, -0.493, 0.238, 0.244, 0.218, 0.204, 0.171, 0.209, 0.174, 0.203, 0.216, 0.214, 0.220, 0.194, 0.213, 0.220, 0.229, 0.216, 0.236, 0.235, 0.194, 0.222, 0.212, 0.219, 0.232, 0.199, 0.226, 0.395, -0.100, -0.099, -0.484, 0.971, -0.573, -0.493, 0.204, 0.188, 0.184, 0.206], "smiles": "CC(=O)N(C)CCCCc1cc(CCCCSc2nnco2)c2c(c1)C(=O)NC2=O.O=C1OCCO1", "total_energy_ha": -2076.38493, "relative_energy_kcal_mol": 85.83, "gap_ev": 9.18}